ORCA calculation (ωB97M-V with the def2-TZVPD basis set) on a structure of composition C29H50BrGeN6O2SeSi2W.

```
! RIJCOSX wB97M-V def2-TZVPD def2/J DEFGRID3
* xyz 3 1
W 0.083 0.190 0.330
C -1.551 -2.066 -3.309
Si -0.181 -2.129 -2.066
C 0.310 -3.827 -1.480
C 1.291 -1.125 -2.635
N -0.825 -1.239 -0.557
C -1.889 -1.689 0.236
C -2.620 -2.857 0.026
C -3.696 -3.123 0.848
C -4.040 -2.253 1.888
C -3.329 -1.090 2.109
C -2.265 -0.786 1.264
N -1.511 0.411 1.300
Si -1.885 1.829 2.504
C -1.404 1.167 4.163
C -0.836 3.248 1.893
C -3.679 2.259 2.303
H -1.197 -2.526 -4.237
H -1.818 -1.035 -3.551
H -2.452 -2.600 -3.006
H 1.071 -4.223 -2.156
H -0.517 -4.536 -1.485
H 0.740 -3.819 -0.476
H 2.026 -1.821 -3.047
H 1.823 -0.533 -1.884
H 0.998 -0.455 -3.445
H -2.348 -3.545 -0.760
H -4.284 -4.017 0.691
H -4.882 -2.493 2.523
H -3.596 -0.436 2.924
H -0.385 0.780 4.170
H -2.084 0.390 4.515
H -1.448 1.986 4.887
H -0.079 3.516 2.633
H -1.471 4.123 1.738
H -0.321 3.058 0.949
H -4.394 1.540 2.695
H -3.937 2.476 1.265
H -3.827 3.190 2.861
C 1.510 -5.555 2.710
C 2.959 -5.082 2.689
C 3.600 -5.269 1.318
C 3.097 -3.643 3.198
N 2.364 -2.683 2.344
C 2.737 -2.120 1.189
N 1.709 -1.433 0.735
N 0.742 -1.593 1.652
N 1.111 -2.324 2.624
H 1.461 -6.613 2.455
H 0.900 -5.020 1.974
H 1.053 -5.425 3.691
H 3.526 -5.669 3.416
H 3.032 -4.759 0.531
H 3.611 -6.325 1.053
H 4.633 -4.916 1.295
H 4.136 -3.316 3.206
H 2.677 -3.524 4.194
H 3.704 -2.232 0.726
Br 2.620 1.750 4.460
C 3.468 2.580 2.999
C 4.543 3.400 3.287
C 5.235 4.033 2.262
C 4.869 3.851 0.931
C 3.803 3.038 0.632
C 3.076 2.392 1.655
C 1.969 1.585 1.247
O 1.691 1.384 -0.028
O 1.116 0.999 1.996
H 4.843 3.543 4.315
H 6.072 4.673 2.510
H 5.417 4.346 0.142
H 3.505 2.886 -0.396
C -4.469 1.182 -3.654
Ge -3.575 2.774 -2.976
C -2.316 3.511 -4.274
C -4.782 4.107 -2.240
C -2.550 2.101 -1.347
Se -0.728 1.545 -1.728
C 0.165 3.266 -1.853
H -4.870 1.374 -4.648
H -5.298 0.899 -3.005
H -3.783 0.337 -3.730
H -2.824 3.588 -5.235
H -1.442 2.876 -4.428
H -1.992 4.515 -4.000
H -5.405 4.517 -3.035
H -4.230 4.931 -1.788
H -5.443 3.669 -1.492
H -3.042 1.203 -0.969
H -2.488 2.831 -0.540
H -0.345 3.807 -2.646
H 1.196 3.076 -2.136
H 0.105 3.813 -0.917
*
```

Computed properties:
LUMO energy: -10.19 eV
Orbital gap: 6.32 eV
HOMO energy: -16.512 eV

***

ORCA calculation (ωB97M-V with the def2-TZVPD basis set) on a cluster of 2 separate species, C3H11N2O in total.

```
! RIJCOSX wB97M-V def2-TZVPD def2/J DEFGRID3
* xyz 1 1
C 0.562 1.535 -0.244
C -0.423 0.451 0.037
C -0.788 0.017 1.242
N -0.342 0.530 2.425
N -0.854 -0.354 -1.128
H 1.597 1.175 -0.270
H 0.457 2.362 0.462
H 0.393 2.012 -1.211
H -1.435 -0.840 1.372
H -0.005 1.472 2.405
H -0.923 0.375 3.233
H -1.219 0.230 -1.895
H -1.604 -0.956 -0.784
H -0.098 -0.938 -1.542
H 1.291 -2.896 -1.869
H 2.155 -2.028 -0.976
O 1.237 -2.148 -1.258
*
```

Computed properties:
LUMO energy: -3.11 eV
Orbital gap: 9.51 eV
HOMO energy: -12.626 eV

***

ORCA calculation (ωB97M-V with the def2-TZVPD basis set) on an isolated molecule of C20H23N3O2 at a distorted geometry.

```
! RIJCOSX wB97M-V def2-TZVPD def2/J DEFGRID3
* xyz 0 1
C 1.149 -1.023 -2.793
C 2.260 -0.127 -2.166
C 3.347 -1.177 -1.618
C 2.797 0.608 -3.380
C 1.706 0.853 -1.084
O 2.797 1.599 -0.719
C 0.427 1.806 -1.419
O -0.346 2.097 -0.237
C -0.960 1.070 0.450
C -1.400 -0.177 -0.069
C -1.692 -1.314 0.788
C -1.748 -0.957 2.207
C -2.416 -1.923 3.184
C -3.072 -3.068 2.662
C -3.730 -4.076 3.335
C -3.740 -3.899 4.702
C -3.088 -2.841 5.326
C -2.271 -1.942 4.608
C -1.283 0.311 2.692
C -0.822 1.249 1.876
N 0.891 3.080 -1.958
C 1.120 4.225 -1.169
N 1.454 5.249 -1.941
C 1.309 4.740 -3.268
N 0.972 3.424 -3.316
H 0.616 -0.472 -3.607
H 0.422 -1.508 -2.084
H 1.522 -1.878 -3.341
H 3.928 -1.638 -2.477
H 4.018 -0.657 -0.906
H 2.835 -1.960 -1.020
H 3.565 1.257 -3.144
H 3.124 -0.130 -4.062
H 2.065 1.206 -4.041
H 1.321 0.284 -0.199
H 2.949 2.306 -1.374
H -0.151 1.346 -2.218
H -1.425 -0.090 -1.226
H -2.193 -2.194 0.410
H -3.188 -3.171 1.620
H -4.297 -4.824 2.802
H -4.348 -4.577 5.188
H -3.256 -2.640 6.391
H -1.760 -1.110 5.042
H -1.319 0.758 3.724
H -0.516 2.243 2.150
H 1.029 4.332 -0.162
H 1.401 5.332 -4.162
*
```

Computed properties:
LUMO energy: 0.21 eV
Orbital gap: 8.42 eV
HOMO energy: -8.209 eV

***

ORCA calculation (ωB97M-V with the def2-TZVPD basis set) on a cluster of 2 separate species, CH3F3OSi in total at a distorted geometry.

```
! RIJCOSX wB97M-V def2-TZVPD def2/J DEFGRID3
* xyz 0 1
O 1.290 -1.039 1.972
Si -0.092 -0.478 1.886
F -1.494 -1.189 1.872
F -0.500 1.045 1.931
C 0.204 0.359 -1.584
F -0.710 -0.137 -0.691
H 0.624 1.270 -1.156
H -0.306 0.563 -2.523
H 0.983 -0.394 -1.706
*
```

Computed properties:
LUMO energy: -0.06 eV
Orbital gap: 11.57 eV
HOMO energy: -11.624 eV

***

ORCA calculation (ωB97M-V with the def2-TZVPD basis set) on a cluster of 2 separate species, C11H16Cl2F9N2S in total at a distorted geometry.

```
! RIJCOSX wB97M-V def2-TZVPD def2/J DEFGRID3
* xyz 1 1
F 3.109 -0.021 -0.915
C 1.859 -0.090 -1.405
F 1.967 -0.508 -2.702
C 1.016 -1.088 -0.643
C -0.249 -1.552 -1.391
C -1.558 -1.227 -0.643
C -2.551 -0.390 -1.490
C -3.036 0.824 -0.771
C -3.153 2.113 -1.244
N -3.607 2.887 -0.196
C -3.753 2.130 0.879
N -3.407 0.885 0.559
C 1.317 1.361 -1.552
F 2.181 2.086 -2.254
F 0.157 1.300 -2.231
S 0.947 2.305 0.054
F -0.358 1.400 0.252
F 0.075 3.351 -0.775
F 2.214 3.221 -0.091
F 1.780 1.279 0.908
F 0.551 3.054 1.380
H 1.667 -1.942 -0.480
H 0.750 -0.728 0.340
H -0.192 -2.627 -1.520
H -0.309 -1.135 -2.388
H -2.053 -2.156 -0.372
H -1.354 -0.715 0.292
H -2.037 -0.002 -2.362
H -3.390 -0.989 -1.831
H -2.946 2.508 -2.218
H -3.781 3.880 -0.208
H -4.069 2.431 1.858
H -3.412 0.083 1.168
Cl 1.521 -1.503 2.889
C 2.970 -2.413 3.400
C 3.669 -3.038 2.221
Cl 2.686 -4.319 1.463
H 2.650 -3.157 4.123
H 3.637 -1.708 3.892
H 4.601 -3.494 2.547
H 3.890 -2.298 1.456
*
```

Computed properties:
LUMO energy: -2.89 eV
Orbital gap: 10.06 eV
HOMO energy: -12.944 eV

***

ORCA calculation (ωB97M-V with the def2-TZVPD basis set) on a structure of composition H10Na3O6 at a distorted geometry.

```
! RIJCOSX wB97M-V def2-TZVPD def2/J DEFGRID3
* xyz 1 1
Na -0.478 1.911 0.476
Na -1.023 -0.334 1.571
Na 1.146 0.604 1.817
O 1.333 2.038 0.666
H 0.921 1.223 0.319
O -0.003 0.218 0.453
H -0.596 0.263 -0.323
O 1.733 -0.407 0.362
H 1.773 -1.346 0.182
H 0.798 -0.205 0.376
O 0.749 0.863 -1.464
H 0.288 0.569 -0.678
H 0.525 1.791 -1.541
O -0.592 -1.528 -0.251
H -0.291 -0.619 -0.254
H -0.104 -1.940 0.462
O -2.344 -0.856 -0.524
H -2.268 -0.951 -1.474
H -1.568 -1.294 -0.176
*
```

Computed properties:
LUMO energy: -5.88 eV
Orbital gap: 6.89 eV
HOMO energy: -12.767 eV

***

ORCA calculation (ωB97M-V with the def2-TZVPD basis set) on a structure of composition C28H38FN5O7STi at a distorted geometry.

```
! RIJCOSX wB97M-V def2-TZVPD def2/J DEFGRID3
* xyz 2 1
Ti -0.281 0.135 -0.457
F -4.775 -4.586 1.685
C -3.602 -4.756 1.047
C -2.875 -3.651 0.708
C -1.608 -3.785 0.121
C -0.877 -2.609 -0.303
O -1.398 -1.445 -0.245
C 0.426 -2.855 -0.814
C 0.914 -4.138 -0.881
N 0.200 -5.224 -0.563
C 0.770 -6.541 -0.723
C 0.287 -7.423 -1.842
C 1.671 -6.854 -1.878
C -1.074 -5.085 -0.056
C -1.866 -6.198 0.256
C -3.149 -6.067 0.772
N -3.953 -7.188 0.957
C -5.397 -7.055 1.001
C -6.047 -8.343 0.496
N -5.582 -9.491 1.317
C -4.103 -9.604 1.251
C -3.487 -8.300 1.757
C 1.288 -1.701 -1.289
O 2.486 -1.749 -1.276
O 0.576 -0.696 -1.742
H -3.256 -2.661 0.915
H 1.925 -4.304 -1.223
H 1.004 -7.001 0.231
H -0.434 -7.000 -2.527
H 0.140 -8.473 -1.645
H 1.882 -6.102 -2.620
H 2.509 -7.505 -1.690
H -1.477 -7.184 0.061
H -5.717 -6.249 0.339
H -5.760 -6.832 2.015
H -5.777 -8.529 -0.545
H -7.133 -8.260 0.562
H -6.028 -10.363 1.006
H -5.859 -9.329 2.296
H -3.813 -9.791 0.213
H -3.771 -10.440 1.868
H -2.402 -8.377 1.703
H -3.763 -8.152 2.815
O 1.513 3.144 0.941
C 1.205 2.048 0.589
O 0.501 1.719 -0.462
C 1.478 0.724 1.432
O 2.214 0.644 2.361
O 0.700 -0.221 0.947
C 0.879 5.456 -1.388
C -0.220 5.735 -0.371
C -1.626 5.698 -0.979
C -2.010 4.337 -1.558
N -2.102 3.363 -0.480
C -2.104 2.049 -0.457
S -2.074 1.212 1.025
N -2.122 1.207 -1.565
C -2.721 1.588 -2.856
C -2.873 0.358 -3.747
C -1.543 -0.285 -4.158
C -0.651 0.649 -4.970
H 1.848 5.670 -0.949
H 0.756 6.079 -2.270
H 0.882 4.410 -1.688
H -0.066 6.727 0.054
H -0.125 5.017 0.446
H -1.677 6.431 -1.787
H -2.358 5.990 -0.223
H -1.250 4.033 -2.279
H -2.978 4.417 -2.061
H -2.042 3.795 0.439
H -2.538 0.310 -1.281
H -2.099 2.323 -3.361
H -3.714 2.016 -2.672
H -3.408 0.665 -4.648
H -3.491 -0.385 -3.233
H -1.764 -1.170 -4.759
H -0.995 -0.617 -3.267
H -1.193 1.051 -5.822
H 0.214 0.106 -5.341
H -0.285 1.470 -4.357
*
```

Computed properties:
LUMO energy: -5.72 eV
Orbital gap: 7.98 eV
HOMO energy: -13.700 eV

***

ORCA calculation (ωB97M-V with the def2-TZVPD basis set) on a structure of composition C13H48HfN3O10 at a distorted geometry.

```
! RIJCOSX wB97M-V def2-TZVPD def2/J DEFGRID3
* xyz 3 1
Hf 1.677 -4.114 2.077
C -0.410 -1.652 1.283
O 0.155 -2.916 1.125
H -1.056 -1.638 2.165
H 0.332 -0.841 1.319
H -1.031 -1.330 0.437
O -0.090 -5.780 0.999
H -0.664 -5.713 0.222
H -0.662 -6.147 1.695
O -1.814 -0.259 3.933
H -1.446 -0.434 4.810
H -1.048 -0.217 3.350
O 2.242 0.243 2.394
H 2.088 -0.437 3.061
H 2.882 -0.148 1.787
O -3.561 -2.857 3.688
H -3.875 -2.775 4.597
H -2.887 -2.168 3.607
O 1.729 -4.362 -0.397
H 2.182 -5.031 -0.937
H 1.438 -3.672 -1.013
O -2.918 -4.152 1.308
H -1.996 -3.908 1.173
H -3.232 -3.664 2.106
C -3.228 -3.868 -2.884
C -2.412 -2.939 -1.992
C -1.440 -2.092 -2.767
O -0.558 -2.906 -3.466
C 0.115 -2.224 -4.519
N -3.332 -2.270 -1.119
H -3.528 -3.418 -3.832
H -4.146 -4.223 -2.417
H -2.650 -4.753 -3.148
H -1.795 -3.583 -1.316
H -0.819 -1.437 -2.119
H -1.955 -1.348 -3.394
H 0.597 -1.308 -4.147
H -0.621 -1.917 -5.267
H 0.868 -2.884 -4.931
H -3.915 -2.940 -0.612
H -2.844 -1.711 -0.420
C 5.910 3.756 -1.782
C 4.569 3.767 -1.026
C 3.443 3.146 -1.871
O 2.260 2.926 -1.117
C 1.339 2.068 -1.758
N 4.751 2.975 0.198
H 6.712 3.459 -1.113
H 6.052 4.733 -2.235
H 5.942 2.998 -2.571
H 4.305 4.775 -0.710
H 3.750 2.264 -2.449
H 3.156 3.883 -2.645
H 1.671 1.023 -1.761
H 1.113 2.348 -2.792
H 0.403 2.154 -1.206
H 4.918 2.013 -0.124
H 3.887 2.867 0.736
C -0.738 2.739 3.182
C -0.483 2.653 1.657
C -1.241 3.721 0.895
O -2.569 3.674 1.285
C -3.309 4.824 0.961
N 0.952 2.797 1.536
H -0.360 1.889 3.742
H -1.809 2.749 3.393
H -0.339 3.672 3.577
H -0.749 1.613 1.368
H -1.171 3.491 -0.186
H -0.852 4.736 1.036
H -3.470 5.009 -0.106
H -2.822 5.712 1.393
H -4.258 4.744 1.483
H 1.303 2.648 0.569
H 1.359 1.967 2.002
*
```

Computed properties:
LUMO energy: -14.50 eV
Orbital gap: 1.83 eV
HOMO energy: -16.326 eV